Entry 1:
A molecular structure, C53H66IrN3P2SSb2Si2. Source: OMol25; level of theory: ωB97M-V/def2-TZVPD.

Geometry as XYZ:
```
130
Properties=species:S:1:pos:R:3
H 7.241 -1.817 -0.181
C 3.231 0.620 2.883
C 1.582 1.950 -3.904
H -7.666 -3.565 0.539
H 4.835 -2.013 -0.670
H 0.435 3.307 1.118
C -5.642 -1.173 1.799
C 4.243 2.442 -2.601
H 2.707 2.691 2.999
H -2.215 -4.633 -2.389
H -4.254 -1.590 -0.707
H 0.003 4.362 4.675
C -5.589 -3.803 1.007
C -3.889 1.509 0.490
H -1.986 -0.175 -4.407
C 1.934 4.194 -1.928
H -3.958 2.035 1.435
H -3.830 3.692 -4.311
H 1.660 0.887 -4.134
C -0.145 -3.171 3.993
H -0.837 1.724 5.927
H 0.860 4.381 -1.925
C 1.210 -1.242 3.499
P 1.579 0.118 2.363
H -2.355 3.424 3.744
C 6.596 -0.956 -0.064
C 4.243 -0.329 3.053
S -0.363 -0.152 -2.077
C -2.138 0.777 -3.913
C -0.151 4.141 0.745
P 2.648 -0.065 -0.553
C 7.125 0.264 0.334
Si -0.231 2.162 3.601
H 3.720 -0.416 -3.248
C 2.298 -3.464 -3.605
H -1.217 -6.359 0.916
H 6.712 2.319 0.799
H 6.264 -0.677 3.660
H -4.841 1.031 0.265
C 6.298 1.370 0.483
C -2.628 4.489 -2.032
C -2.996 1.727 -4.482
H -7.725 -1.201 1.298
H 1.024 4.335 3.240
H 1.540 3.515 4.714
H 0.526 2.220 -3.935
C -0.319 1.137 5.163
C 1.491 -0.445 0.709
H 6.688 1.694 4.218
H 2.088 2.512 -4.696
H -3.661 2.217 -0.307
C 5.482 0.059 3.526
H -3.288 5.239 -2.450
C 5.720 1.395 3.836
H -3.506 1.495 -5.407
C -6.803 -1.765 1.331
C 2.526 -1.407 -1.752
C 3.146 -1.299 -2.997
H -2.646 1.757 3.272
C -2.501 3.237 -2.680
Sb -1.631 -3.788 0.134
H 3.499 -2.231 -4.891
H 4.714 1.468 -2.735
H -0.729 4.589 1.553
C -3.193 -1.124 2.234
H 0.666 0.893 5.562
H 2.364 4.553 -0.991
C -1.040 3.742 -0.385
C -1.469 1.026 -2.732
H -2.726 -3.934 2.595
H 4.919 3.384 3.877
H -0.221 -2.077 2.140
C 1.816 -1.361 4.747
H -0.868 0.202 5.025
H 2.576 -0.655 5.055
H 0.165 -4.072 5.914
C -4.434 -1.868 1.853
H -2.888 -5.783 -1.211
H 2.361 4.799 -2.733
C 5.241 -1.066 -0.336
H -3.466 -5.134 1.550
H 8.186 0.354 0.528
H -3.756 -0.260 -1.774
C -0.535 -5.526 0.751
H -3.709 -4.238 -1.526
H -5.575 -4.849 0.722
H -2.415 -1.753 2.655
Si 2.391 2.417 -2.283
H -0.896 -3.893 3.705
C 0.677 3.737 4.083
H 0.533 4.908 0.376
H 1.913 -2.455 6.584
C 3.485 1.956 3.162
H -5.665 -0.141 2.131
Ir 0.070 0.827 -0.043
C -3.179 2.943 -3.880
C -1.654 2.275 -2.090
H 2.207 -4.262 -4.329
C -6.770 -3.086 0.912
H 4.390 3.005 -3.527
C 1.699 -3.584 -2.360
H 1.140 -4.478 -2.111
C 4.729 2.343 3.646
N 0.517 1.309 2.272
H -2.729 -1.697 -1.653
C 0.458 -3.278 5.240
C -4.413 -3.225 1.486
N 2.006 1.382 -0.907
C -2.739 -4.728 -1.440
H 0.009 -5.314 1.671
C -3.191 -4.080 1.620
C 1.809 -2.555 -1.436
C 4.408 0.044 -0.195
H 1.321 -2.631 -0.471
H 4.789 2.962 -1.814
C 0.227 -2.156 3.126
C -1.979 2.608 3.122
H -3.415 -0.337 2.954
Sb -2.419 -0.046 0.501
C 3.025 -2.321 -3.922
C -1.898 4.738 -0.918
C 4.943 1.258 0.229
H 0.186 -5.804 -0.017
H -1.937 5.697 -0.421
C 1.440 -2.375 5.615
H 4.054 -1.373 2.829
H 4.290 2.114 0.344
C -3.400 -1.044 -1.105
H -2.050 2.917 2.080
N -0.972 2.533 -0.909
```

## Properties
LUMO energy (alpha / beta): -2.338 / -3.414 eV
ΔE to the lowest compared entry with this formula, charge and spin: 0.035 eV
2S+1: 2
frontier orbital gap (alpha / beta): 7.1679 / 6.0743 eV
charge: +1

Entry 2:
A molecular structure, C53H67MnN4P3Si. Source: OMol25; level of theory: ωB97M-V/def2-TZVPD.

Geometry as XYZ:
```
129
Properties=species:S:1:pos:R:3
H 5.413 2.845 0.097
H -0.815 5.642 -0.631
C 2.994 -3.866 -0.481
C 2.792 -0.203 3.434
C -2.199 0.875 1.162
C 1.847 -1.886 -2.802
C -1.404 1.588 2.074
H 0.021 -5.498 -0.230
C 1.084 -1.802 2.912
H -4.142 0.267 0.567
H -5.285 1.257 2.544
H 1.143 -3.611 4.088
H -3.890 -2.698 2.582
C 1.660 -0.542 2.686
C -2.639 -0.397 -3.292
H 2.866 -2.756 -4.472
H 3.846 0.124 -2.782
H 0.227 -0.445 -3.181
C -1.948 -1.335 3.831
C 4.692 1.596 -1.496
H 0.949 5.616 -2.714
H 3.857 2.966 4.735
H 1.226 -2.785 -2.712
C 1.694 5.134 -2.084
C 1.590 -2.644 3.903
H -3.076 0.570 -3.501
H -2.131 -0.383 3.344
C 2.564 0.977 0.270
H 2.672 3.020 -3.670
H -1.450 -5.293 2.362
C 1.092 -0.883 -3.679
H -1.473 2.417 4.046
H -3.874 2.293 4.329
C 3.714 5.010 2.044
C -3.582 0.792 1.330
H 2.674 5.324 -2.533
H 3.304 0.731 3.238
H 0.988 3.350 -4.074
H 2.070 5.131 0.679
H 3.616 2.297 1.607
C 4.648 2.149 -0.227
C -0.115 3.952 0.420
H -2.803 4.430 -0.663
C 1.716 3.666 2.197
H -3.101 -1.873 1.229
N -1.440 -1.763 -1.665
P -0.032 2.941 -1.105
H 2.277 3.246 -1.310
C 3.601 1.841 0.634
H -1.078 -1.226 4.482
C -2.038 -2.651 -3.820
H 2.734 -2.268 0.918
H 5.205 4.681 3.556
H 0.082 -6.139 2.186
H 5.475 1.868 -2.193
C 2.741 0.289 -0.947
C -1.469 -2.760 -2.586
C 2.225 3.081 3.356
Mn -0.316 -1.000 -0.103
C 0.139 -4.123 1.447
H -2.948 -3.619 1.408
H 1.756 -0.069 -3.972
H 4.190 -0.760 4.963
C -1.756 -2.466 2.831
H -1.206 5.970 3.616
C 0.263 3.351 1.783
C -2.061 2.027 3.234
C 2.464 4.651 1.562
C -0.886 5.415 2.742
H -2.816 -1.555 4.459
H 3.626 -4.098 -1.338
C 1.483 3.626 -1.960
C 3.305 -1.047 4.407
C -0.367 -5.175 2.438
H 3.790 -1.465 -3.736
C 4.228 4.403 3.182
H 1.674 5.634 -1.116
H 4.912 -1.897 -1.186
H -0.595 4.685 -3.744
H 1.231 -4.153 1.449
H -2.946 2.668 -0.712
H 3.370 -4.463 0.354
Si 0.948 0.475 1.217
C 3.070 -2.379 -0.115
C -0.341 -4.504 0.050
C -0.978 5.994 1.464
C 1.643 2.925 -3.312
H 3.080 -2.934 5.416
H 4.665 -0.933 0.273
C -2.622 -1.413 -4.190
H -1.003 -3.692 -2.301
P -0.245 -2.309 1.755
C -4.211 1.335 2.431
C -1.469 4.672 -3.100
H 1.639 2.326 3.866
H 0.739 -1.372 -4.589
H -3.660 3.647 -1.989
C 2.691 -2.268 4.655
N -1.656 0.101 0.111
H 0.021 -3.779 -0.676
H 4.290 5.767 1.526
H -3.051 -1.285 -5.176
H 1.989 -4.210 -0.710
H -1.431 -4.509 -0.012
H -0.212 3.798 3.900
H -0.131 -4.968 3.480
C -0.622 5.223 0.347
H 1.412 1.863 -3.227
C -3.428 1.927 3.412
H 5.139 -2.629 0.405
N -2.203 0.392 -1.107
H -2.024 -3.494 -4.495
H -2.348 4.632 -3.749
H -1.516 5.626 -2.571
H -1.584 -3.372 3.416
C -2.993 -2.677 1.958
H -1.621 2.578 -2.770
C -1.519 3.474 -2.147
P 1.845 -1.291 -1.039
C -0.378 4.171 2.901
H -1.378 6.990 1.333
N -0.015 1.876 1.876
C 3.758 0.630 -1.833
H 3.720 -3.040 -2.962
C -2.083 -0.601 -1.992
C 3.472 3.442 3.841
C 3.137 -2.307 -3.512
C 4.528 -1.922 -0.163
C -2.802 3.557 -1.315
```

## Properties
LUMO energy (alpha / beta): 0.556 / -0.475 eV
ΔE to the lowest compared entry with this formula, charge and spin: 0.000 eV
2S+1: 2
frontier orbital gap (alpha / beta): 7.2393 / 6.2362 eV

Q: ΔE to the lowest compared entry with this formula, charge and spin of number 2 (C53H67MnN4P3Si)?
A: 0.000 eV